The molecule C5H10ClN. Source: the OMol25 dataset; level of theory: wB97M-V/def2-TZVPD.

The HOMO energy is -8.42 eV. The SMILES is C[C@H]1[C@@H](CCl)N1C. As for the net charge: 0. For the orbital gap, the calculation gives 9.35 eV. Its LUMO energy is 0.0344 hartree. The value obtained for the max |F| is 1.94 eV Å⁻¹. The value obtained for the total energy is -19358.19939 eV. Its relative energy (zero: lowest compared OMol25 entry of this formula, charge and spin) is 34.4 kcal/mol.

Structure (XYZ):
```
17
C5H10ClN (wB97M-V/def2-TZVPD)
C 0.118 1.722 -0.297
C 0.215 0.751 0.860
C -0.556 -0.526 0.951
C -1.579 -1.014 -0.093
Cl -3.055 0.035 -0.007
N 0.845 -0.483 0.631
C 1.616 -0.906 -0.515
H -0.399 2.638 0.005
H -0.502 1.351 -1.138
H 1.113 1.990 -0.668
H 0.465 1.289 1.770
H -0.744 -0.870 1.970
H -1.180 -0.911 -1.105
H -1.868 -2.049 0.064
H 2.663 -1.024 -0.204
H 1.184 -1.808 -0.915
H 1.663 -0.185 -1.308
```


A structure of composition C5H5NS2. Source: the OMol25 dataset; level of theory: wB97M-V/def2-TZVPD.

The HOMO energy is -8.28 eV. As for the net charge: 0. For the orbital gap, the calculation gives 7.66 eV. Its LUMO energy is -0.0230 hartree. The value obtained for the max |F| is 4.18 eV Å⁻¹. The value obtained for the total energy is -28423.85185 eV. Its relative energy (zero: lowest compared OMol25 entry of this formula, charge and spin) is 49.0 kcal/mol.

Structure (XYZ):
```
13
C5H5NS2 (wB97M-V/def2-TZVPD)
C -0.282 -1.116 0.130
C 1.215 -2.002 -1.526
C 0.458 -0.209 -0.548
C 0.207 1.194 -0.233
C -0.876 1.494 1.430
N 1.342 -0.724 -1.505
S 0.406 2.667 -0.903
S 0.070 -2.745 -0.379
H -0.976 -0.832 0.897
H 1.588 -2.548 -2.351
H -0.863 0.674 2.139
H -1.908 1.787 0.985
H -0.380 2.359 1.864
```


- The highest orbital gap belongs to which entry?
  C5H10ClN


- Look up the relative energy (zero: lowest compared OMol25 entry of this formula, charge and spin) of the first one.
  34.4 kcal/mol


- Which value of LUMO energy does entry 1 give?
  0.0344 hartree


- Look up the net charge of the second one.
  0